Record 1
Density functional theory data (wB97M-V/def2-TZVPD) for a cluster of 2 separate species, CH3NO3 in total in a non-equilibrium geometry.

```
! RIJCOSX wB97M-V def2-TZVPD def2/J DEFGRID3
* xyz 0 1
C 1.554 0.387 0.840
N 0.691 -0.402 0.547
O 2.166 1.265 1.251
O -1.613 0.452 -0.707
O 0.556 -1.630 -0.011
H -1.511 0.846 0.197
H -2.467 0.674 -1.136
H 0.624 -1.590 -0.981
*
```

Values from the calculation:
- F_max (eV Å⁻¹) = 2.42
- ΔE to the lowest compared entry with this formula, charge and spin (kJ/mol) = 149.2
- LUMO (eV) = 0.38
- E_HOMO (eV) = -10.142
- Kohn-Sham gap (eV) = 10.52
- SMILES = O=C=NO.O

Record 2
Density functional theory data (wB97M-V/def2-TZVPD) for an isolated molecule of CH3NO3.

```
! RIJCOSX wB97M-V def2-TZVPD def2/J DEFGRID3
* xyz 0 1
C -0.898 0.660 0.000
N 0.272 0.026 0.000
O -1.945 0.042 0.000
O 0.315 -1.364 0.000
O 1.517 0.618 0.000
H -0.785 1.749 0.001
H -0.629 -1.617 -0.001
H 2.154 -0.114 0.000
*
```

Values from the calculation:
- F_max (eV Å⁻¹) = 0.86
- ΔE to the lowest compared entry with this formula, charge and spin (kJ/mol) = 224.8
- LUMO (eV) = 0.62
- E_HOMO (eV) = -9.128
- Kohn-Sham gap (eV) = 9.75
- SMILES = O=CN(O)O

Record 3
Density functional theory data (wB97M-V/def2-TZVPD) for an isolated molecule of CH3NO3 in a non-equilibrium geometry.

```
! RIJCOSX wB97M-V def2-TZVPD def2/J DEFGRID3
* xyz 0 3
C -1.354 -0.067 0.010
N -0.139 0.314 0.053
O 0.832 -0.820 0.401
O 0.389 1.373 0.046
O 1.954 -0.613 -0.325
H -1.663 -1.222 0.023
H -2.141 0.637 -0.045
H 2.121 0.399 -0.162
*
```

Values from the calculation:
- ⟨S²⟩ = 2.0084
- F_max (eV Å⁻¹) = 10.74
- ΔE to the lowest compared entry with this formula, charge and spin (kJ/mol) = 372.3
- LUMO (spin up / spin down) (eV) = 0.94 / -2.36
- E_HOMO (spin up / spin down) (eV) = -6.576 / -10.298
- Kohn-Sham gap (spin up / spin down) (eV) = 7.52 / 7.94

Record 4
Density functional theory data (wB97M-V/def2-TZVPD) for the ion CH3NO3P with charge -1 in a non-equilibrium geometry.

```
! RIJCOSX wB97M-V def2-TZVPD def2/J DEFGRID3
* xyz -1 3
C -1.033 -0.569 0.729
N 1.517 1.509 0.131
O -0.194 -1.488 -1.926
O 2.203 2.387 -0.411
O 0.864 0.595 -0.858
P 0.329 -1.038 -0.579
H -1.794 -0.006 0.212
H -0.366 0.030 1.432
H -1.526 -1.419 1.270
*
```

Values from the calculation:
- ⟨S²⟩ = 2.0111
- F_max (eV Å⁻¹) = 4.60
- ΔE to the lowest compared entry with this formula, charge and spin (kJ/mol) = 225.9
- LUMO (spin up / spin down) (eV) = 4.16 / 2.21
- E_HOMO (spin up / spin down) (eV) = -1.515 / -3.519
- Kohn-Sham gap (spin up / spin down) (eV) = 5.67 / 5.72

Record 5
Density functional theory data (wB97M-V/def2-TZVPD) for a cluster of 2 separate species, CH3NO3S in total in a non-equilibrium geometry.

```
! RIJCOSX wB97M-V def2-TZVPD def2/J DEFGRID3
* xyz 0 1
C -0.185 0.783 0.086
N -1.116 -0.058 0.346
O 0.106 1.750 -0.511
O -2.488 0.200 0.023
O 1.485 -0.441 0.680
S 2.874 -0.322 0.041
H -1.001 -0.808 1.015
H -2.537 0.335 -0.936
H 2.862 -1.439 -0.743
*
```

Values from the calculation:
- F_max (eV Å⁻¹) = 3.40
- ΔE to the lowest compared entry with this formula, charge and spin (kJ/mol) = 435.0
- LUMO (spin up / spin down) (eV) = -0.70 / -0.22
- E_HOMO (spin up / spin down) (eV) = -7.396 / -7.957
- Kohn-Sham gap (spin up / spin down) (eV) = 6.70 / 7.73

Record 6
Density functional theory data (wB97M-V/def2-TZVPD) for a cluster of 2 separate species, CH3NO3S in total in a non-equilibrium geometry.

```
! RIJCOSX wB97M-V def2-TZVPD def2/J DEFGRID3
* xyz 0 1
C 1.921 -0.125 -0.150
N 0.787 -0.309 0.499
O -3.341 -0.155 -1.172
O -1.900 1.289 0.154
O 0.144 -1.403 0.610
S -2.772 0.139 0.102
H 2.494 -0.873 -0.614
H 2.281 0.802 -0.488
H 0.386 0.634 1.058
*
```

Values from the calculation:
- F_max (eV Å⁻¹) = 3.62
- ΔE to the lowest compared entry with this formula, charge and spin (kJ/mol) = 319.2
- LUMO (eV) = -1.01
- E_HOMO (eV) = -9.269
- Kohn-Sham gap (eV) = 8.25

Record 7
Density functional theory data (wB97M-V/def2-TZVPD) for a cluster of 2 separate species, CH3NO3S in total in a non-equilibrium geometry.

```
! RIJCOSX wB97M-V def2-TZVPD def2/J DEFGRID3
* xyz 0 1
C -0.974 0.155 0.693
N 1.332 -0.281 0.232
O 1.500 0.524 -0.829
O 2.115 -1.162 0.463
O -0.762 1.293 0.343
S -1.501 -1.065 -0.343
H -1.135 -0.239 1.673
H 0.704 1.053 -0.706
H -1.277 -0.277 -1.525
*
```

Values from the calculation:
- F_max (eV Å⁻¹) = 3.18
- ΔE to the lowest compared entry with this formula, charge and spin (kJ/mol) = 351.0
- LUMO (eV) = 0.06
- E_HOMO (eV) = -10.133
- Kohn-Sham gap (eV) = 10.19
- SMILES = O=CS.O=NO

Record 8
Density functional theory data (wB97M-V/def2-TZVPD) for an isolated molecule of CH3NO3S in a non-equilibrium geometry.

```
! RIJCOSX wB97M-V def2-TZVPD def2/J DEFGRID3
* xyz 0 1
C 0.385 -0.023 0.553
N -1.037 -0.078 0.218
O -1.831 0.528 0.842
O -1.258 -0.633 -0.837
O 0.950 -1.133 0.138
S 1.033 1.493 -0.297
H 0.589 0.101 1.620
H 0.717 -1.330 -0.877
H 0.452 1.076 -1.359
*
```

Values from the calculation:
- F_max (eV Å⁻¹) = 4.53
- ΔE to the lowest compared entry with this formula, charge and spin (kJ/mol) = 337.7
- LUMO (eV) = -0.32
- E_HOMO (eV) = -10.185
- Kohn-Sham gap (eV) = 9.87
- SMILES = O=[N+]([O-])[C@@H](O)S

What is the F_max in the fifth record? 3.40 eV Å⁻¹